{
  "formula": "C22H45N2O7S2",
  "method": "wB97M-V/def2-TZVPD",
  "energy_ha": -2297.518672,
  "multiplicity": 1,
  "fmax_ev_per_a": 1.33,
  "charge": 1,
  "symbols": ["C", "C", "C", "O", "O", "C", "C", "C", "C", "C", "C", "N", "C", "C", "O", "C", "C", "C", "N", "H", "H", "H", "H", "H", "H", "H", "H", "H", "H", "H", "H", "H", "H", "H", "H", "H", "H", "H", "H", "H", "H", "H", "H", "H", "H", "H", "H", "H", "C", "C", "C", "S", "O", "O", "C", "H", "H", "H", "H", "H", "H", "H", "H", "C", "C", "C", "S", "O", "O", "C", "H", "H", "H", "H", "H", "H", "H", "H"],
  "coordinates": [[1.307, 3.270, -1.622], [2.003, 2.138, -1.499], [2.967, 1.629, -2.522], [4.010, 2.179, -2.695], [2.584, 0.512, -3.197], [3.602, -0.503, -3.342], [3.777, -1.269, -2.041], [2.772, -2.410, -1.812], [1.630, -2.006, -0.855], [0.202, -2.063, -1.425], [0.047, -1.742, -2.919], [-1.177, -0.902, -3.157], [-0.845, 0.547, -2.972], [-2.071, 1.430, -2.761], [-1.654, 2.752, -2.522], [-1.936, -1.231, -4.417], [-1.110, -1.374, -5.683], [-0.538, -0.062, -6.237], [0.900, 0.024, -5.938], [0.849, 3.572, -2.557], [1.172, 3.929, -0.770], [1.878, 1.510, -0.619], [4.545, -0.057, -3.654], [3.271, -1.155, -4.151], [3.765, -0.562, -1.209], [4.786, -1.689, -2.051], [3.331, -3.217, -1.337], [2.393, -2.816, -2.752], [1.798, -1.010, -0.441], [1.617, -2.682, -0.002], [-0.383, -1.322, -0.865], [-0.276, -3.019, -1.216], [-0.119, -2.679, -3.453], [0.902, -1.265, -3.395], [-1.810, -1.143, -2.392], [-0.263, 0.594, -2.048], [-0.181, 0.885, -3.766], [-2.728, 1.456, -3.631], [-2.657, 1.030, -1.923], [-1.458, 2.862, -1.586], [-2.693, -0.467, -4.584], [-2.473, -2.159, -4.218], [-1.789, -1.786, -6.432], [-0.310, -2.108, -5.579], [-1.024, 0.800, -5.774], [-0.712, 0.005, -7.314], [1.336, -0.867, -6.151], [1.352, 0.690, -6.553], [2.072, -1.197, 3.816], [1.282, 0.119, 3.786], [0.040, -0.109, 2.918], [-0.351, -1.853, 3.057], [-0.183, -2.480, 1.762], [-1.580, -2.022, 3.791], [1.043, -2.289, 4.092], [2.851, -1.187, 4.575], [2.549, -1.372, 2.848], [0.978, 0.386, 4.798], [1.881, 0.942, 3.399], [-0.810, 0.472, 3.266], [0.239, 0.108, 1.868], [1.376, -3.293, 3.837], [0.698, -2.260, 5.125], [-3.840, 2.676, 6.504], [-3.856, 1.173, 6.816], [-2.726, 0.523, 6.007], [-1.479, 1.801, 5.792], [-1.385, 2.122, 4.382], [-0.301, 1.464, 6.553], [-2.381, 3.110, 6.610], [-4.469, 3.240, 7.191], [-4.207, 2.850, 5.491], [-3.682, 1.021, 7.882], [-4.816, 0.720, 6.574], [-2.272, -0.319, 6.522], [-3.055, 0.214, 5.017], [-2.163, 4.054, 6.118], [-2.045, 3.137, 7.646]],
  "mulliken_charge": [-0.9209, 0.2175, 0.4146, -0.5230, -0.1881, -0.8703, -0.6633, -1.0025, -0.0245, -1.0114, -0.4482, 0.3704, 0.2745, -1.0301, -0.5627, -0.6553, -0.8030, -0.6316, -0.4829, 0.3557, 0.3365, 0.2000, 0.5642, 0.2793, 0.3875, 0.3789, 0.5243, 0.4822, -0.2322, 0.5223, 0.2523, 0.3614, 0.5447, 0.0257, 0.4655, -0.0680, 0.1315, 0.3609, 0.3727, 0.3558, 0.3689, 0.4714, 0.4324, 0.4673, 0.3682, 0.4159, 0.1928, 0.2531, -0.5709, -0.3611, 0.0861, 0.9643, -0.5764, -0.6948, -0.7602, 0.3795, 0.2166, 0.0436, 0.3629, 0.3185, -0.1923, 0.4367, 0.3705, -0.5519, -0.7318, -0.5545, 1.2351, -0.7162, -0.7172, -0.8077, 0.3588, 0.2828, 0.3093, 0.3422, 0.3969, 0.3463, 0.4004, 0.3542]
}